{
  "formula": "C20H29F9IN2O2PS",
  "method": "the ωB97M-V functional and the def2-TZVPD basis",
  "species": ["I", "S", "P", "F", "F", "F", "F", "F", "F", "F", "F", "F", "O", "O", "N", "N", "C", "C", "C", "C", "C", "C", "C", "C", "C", "C", "C", "C", "C", "C", "C", "C", "C", "C", "C", "C", "H", "H", "H", "H", "H", "H", "H", "H", "H", "H", "H", "H", "H", "H", "H", "H", "H", "H", "H", "H", "H", "H", "H", "H", "H", "H", "H", "H", "H"],
  "positions_angstrom": [[5.099, 1.841, -2.271], [-0.156, 4.865, -3.021], [1.785, -0.086, -3.195], [-3.796, 0.710, 1.795], [0.081, -0.408, 4.167], [-2.191, 1.971, 1.024], [-2.895, -0.105, 4.331], [-1.422, 1.237, 5.206], [-1.810, 3.102, 3.439], [-4.022, 2.847, 1.709], [-0.086, 1.121, 2.621], [-3.690, 2.291, 4.141], [2.827, -1.048, -2.369], [0.551, -1.281, -0.530], [0.141, 2.890, -1.094], [1.148, 1.900, -1.462], [2.048, 1.704, -0.332], [0.778, -1.335, -4.080], [-1.614, -0.589, -1.502], [0.530, 0.705, -2.030], [4.528, 2.390, -0.287], [-3.149, 1.865, 1.933], [-1.198, -0.967, 2.265], [-0.220, -0.169, -0.980], [0.956, -1.271, 0.820], [-3.680, -1.955, -1.286], [-2.152, -1.942, -1.032], [2.249, -2.063, 0.801], [-0.056, -1.884, 1.801], [-1.926, 0.786, 4.038], [3.439, -1.522, 1.130], [0.015, 3.762, -1.944], [-2.602, 2.031, 3.377], [-0.771, 0.108, 3.239], [-1.540, -3.144, -1.779], [3.080, 2.838, -0.204], [-2.035, -2.108, 0.036], [-0.237, 1.066, -2.721], [0.512, -2.180, 2.685], [-1.667, -0.568, -2.592], [4.760, 1.592, 0.416], [1.168, -1.343, -5.098], [4.336, -1.700, 0.545], [-4.115, -2.794, -0.741], [2.167, -3.118, 0.545], [-0.259, -1.012, -4.146], [-4.120, -1.041, -0.885], [1.221, -0.280, 1.189], [-1.673, -0.491, 1.409], [-3.878, -2.060, -2.352], [3.564, -0.520, -2.036], [-1.054, -2.817, -2.696], [0.877, -2.336, -3.663], [-1.958, -1.571, 2.759], [-0.834, -3.715, -1.179], [-0.405, 0.492, -0.127], [5.178, 3.223, -0.029], [-0.491, -2.803, 1.406], [2.884, 3.626, -0.931], [1.435, 1.767, 0.576], [-2.334, -3.827, -2.085], [3.506, -0.875, 2.004], [2.971, 3.300, 0.782], [2.514, 0.721, -0.357], [-2.315, 0.175, -1.154]],
  "lumo_energy_ev": 0.02,
  "total_charge": 0,
  "e_homo_ev": -8.01,
  "multiplicity": 1
}

---

{
  "formula": "C5H12O",
  "method": "the ωB97M-V functional and the def2-TZVPD basis",
  "species": ["O", "C", "C", "C", "C", "C", "H", "H", "H", "H", "H", "H", "H", "H", "H", "H", "H", "H"],
  "positions_angstrom": [[-0.039, 0.937, -0.207], [0.200, -0.375, 0.311], [1.031, -0.126, 1.567], [-0.658, 1.018, -1.465], [0.991, -1.233, -0.679], [-1.121, -1.053, 0.689], [1.341, -2.147, -0.189], [2.031, 0.230, 1.299], [1.130, -1.043, 2.158], [-0.932, -2.045, 1.114], [-1.775, -1.189, -0.180], [-0.886, 2.076, -1.631], [-1.657, -0.453, 1.433], [1.867, -0.682, -1.040], [0.547, 0.639, 2.182], [0.388, -1.531, -1.544], [-1.602, 0.454, -1.511], [-0.004, 0.670, -2.278]],
  "de_lowest_kcal_mol": 10.3,
  "lumo_energy_ev": 0.96,
  "total_charge": 0,
  "e_homo_ev": -9.68,
  "multiplicity": 1
}

---

{
  "formula": "C16H25O3S2",
  "method": "the ωB97M-V functional and the def2-TZVPD basis",
  "species": ["S", "S", "O", "O", "O", "C", "C", "C", "C", "C", "C", "C", "C", "C", "C", "C", "C", "C", "C", "C", "C", "H", "H", "H", "H", "H", "H", "H", "H", "H", "H", "H", "H", "H", "H", "H", "H", "H", "H", "H", "H", "H", "H", "H", "H", "H"],
  "positions_angstrom": [[-19.326, 25.603, -22.472], [-16.805, 27.056, -27.656], [-16.080, 28.155, -28.410], [-16.981, 25.127, -24.987], [-20.745, 26.178, -22.219], [-16.933, 22.627, -22.387], [-14.181, 27.999, -22.616], [-15.695, 22.467, -20.307], [-18.107, 26.959, -28.872], [-14.479, 29.559, -24.507], [-14.625, 28.238, -23.961], [-13.870, 30.641, -23.719], [-15.796, 23.004, -21.662], [-13.422, 30.386, -22.354], [-17.832, 21.293, -20.605], [-18.348, 27.164, -22.698], [-13.472, 28.975, -21.964], [-17.837, 27.915, -26.460], [-16.591, 21.652, -19.719], [-17.942, 21.602, -21.927], [-18.644, 25.063, -21.069], [-13.655, 31.728, -24.225], [-16.693, 25.381, -24.072], [-18.748, 20.530, -20.197], [-18.907, 26.442, -28.472], [-18.628, 27.909, -21.887], [-17.534, 24.907, -21.294], [-12.937, 28.801, -21.097], [-17.911, 26.270, -29.803], [-12.891, 31.120, -21.659], [-18.336, 28.709, -27.125], [-18.588, 27.755, -29.204], [-16.535, 21.289, -18.653], [-18.489, 25.820, -20.328], [-17.242, 28.327, -25.638], [-14.455, 27.192, -22.096], [-16.960, 23.267, -23.320], [-15.279, 27.567, -24.241], [-18.680, 27.389, -23.564], [-15.196, 23.757, -22.139], [-14.889, 29.688, -25.401], [-18.667, 27.142, -26.246], [-18.920, 21.200, -22.563], [-14.804, 22.779, -19.747], [-17.370, 27.107, -22.780], [-19.187, 24.214, -20.675]],
  "de_lowest_kcal_mol": 19.3,
  "lumo_energy_ev": 2.81,
  "total_charge": -1,
  "e_homo_ev": -3.69,
  "multiplicity": 1
}

---

{
  "formula": "C5H6O",
  "method": "the ωB97M-V functional and the def2-TZVPD basis",
  "species": ["O", "C", "C", "C", "C", "C", "H", "H", "H", "H", "H", "H"],
  "positions_angstrom": [[-1.286, 1.937, 0.687], [0.626, 0.640, 0.553], [-0.676, 1.091, 0.065], [-0.001, -0.775, 0.259], [1.356, -0.422, -0.239], [-1.118, -0.184, -0.626], [2.180, -0.981, 0.217], [-0.964, -0.259, -1.707], [1.502, -0.318, -1.316], [-2.138, -0.447, -0.353], [-0.186, -1.558, 0.987], [0.673, 1.304, 1.420]],
  "de_lowest_kcal_mol": 49.7,
  "lumo_energy_ev": 1.01,
  "total_charge": 0,
  "e_homo_ev": -9.43,
  "multiplicity": 1
}